[1]
Molecular formula: C35H48ClF29N4O5PS
Method: DFT, the ωB97M-V functional and the def2-TZVPD basis

Last column: Mulliken charge in e.
Atoms and positions in Å:
C (-0.12, -1.48, 3.10)  -0.7344
C (-0.71, -1.67, 1.60)  0.4546
O (-1.01, -0.37, 1.03)  -0.3549
C (-0.41, -0.17, -0.25)  -0.5892
N (1.08, -0.22, -0.26)  0.3886
C (1.74, -1.26, -0.96)  -0.2930
C (1.19, -2.49, -1.79)  0.6341
F (0.04, -3.10, -1.26)  -0.1296
F (2.20, -3.49, -1.77)  -0.2815
C (0.94, -2.16, -3.34)  0.6817
F (-0.15, -2.83, -3.87)  -0.1898
F (2.08, -2.57, -4.06)  -0.2258
F (0.80, -0.76, -3.43)  -0.2394
N (3.17, -1.09, -0.88)  -0.5797
C (3.22, 0.10, -0.07)  0.2884
N (4.43, 0.58, 0.24)  0.2490
C (4.76, 1.76, 1.09)  -0.3645
C (4.93, 1.40, 2.66)  -0.5066
C (4.07, 0.13, 3.12)  0.6802
Cl (3.79, 0.21, 4.93)  -0.1935
P (5.84, -0.35, -0.39)  0.1521
S (6.12, -2.01, 0.56)  -0.2990
N (1.97, 0.64, 0.33)  0.6751
C (1.53, 1.81, 1.12)  -1.0508
C (1.14, 3.08, 0.17)  -0.6730
C (1.87, 4.42, 0.68)  -0.1882
C (0.95, 5.73, 0.63)  -0.7553
C (1.74, 6.89, -0.20)  -0.7009
C (3.19, 7.21, 0.44)  -0.1979
C (3.77, 8.50, -0.34)  -0.6590
C (4.87, 8.00, -1.39)  -0.5828
C (4.25, 7.58, -2.81)  -0.2784
O (5.15, 7.95, -3.88)  -0.3759
C (4.87, 7.19, -5.08)  -0.6170
H (-0.76, -0.79, 3.74)  0.3352
H (-0.08, -2.52, 3.59)  0.2620
H (0.95, -1.10, 2.96)  -0.0895
H (-1.66, -2.31, 1.58)  0.2699
H (0.09, -2.24, 1.03)  -0.0349
H (-0.70, 0.89, -0.58)  0.1901
H (-0.91, -0.88, -0.99)  0.2979
H (4.08, 2.67, 0.93)  -0.4164
H (5.80, 2.11, 0.76)  0.4915
H (4.80, 2.30, 3.34)  0.4054
H (6.04, 1.08, 2.77)  0.3665
H (4.64, -0.83, 2.88)  0.2442
H (3.03, 0.08, 2.62)  -0.7494
H (5.59, -0.48, -1.79)  0.1333
H (7.01, 0.47, -0.18)  0.1414
H (0.55, 1.54, 1.65)  0.4546
H (2.24, 2.15, 1.93)  0.6142
H (1.48, 2.86, -0.90)  0.2498
H (0.00, 3.22, 0.12)  0.4123
H (2.31, 4.31, 1.73)  0.3119
H (2.78, 4.56, -0.02)  0.0351
H (-0.07, 5.58, 0.17)  0.3414
H (0.83, 6.17, 1.69)  0.3036
H (1.17, 7.88, -0.15)  0.4695
H (1.83, 6.50, -1.27)  0.0956
H (3.92, 6.34, 0.27)  0.0203
H (3.11, 7.38, 1.56)  0.3668
H (2.88, 9.02, -0.85)  0.3558
H (4.28, 9.22, 0.38)  0.3170
H (5.47, 7.11, -1.02)  0.2319
H (5.63, 8.85, -1.57)  0.3227
H (3.27, 8.14, -2.99)  0.2564
H (4.05, 6.44, -2.89)  0.2105
H (3.77, 7.29, -5.35)  0.2795
H (5.12, 6.07, -4.96)  0.2480
H (5.46, 7.60, -5.97)  0.2521
C (-3.79, -3.01, -1.62)  -0.8168
C (-3.81, -3.91, -0.37)  0.8476
C (-3.08, -5.26, -0.50)  0.2909
F (-3.57, -6.03, -1.48)  -0.2315
F (-3.22, -5.97, 0.64)  -0.2827
F (-5.09, -4.08, 0.02)  -0.2675
F (-3.20, -3.21, 0.63)  -0.3955
O (-4.92, -3.04, -2.51)  -0.3454
C (-4.95, -4.09, -3.46)  0.7100
C (-6.07, -5.11, -3.20)  0.2269
F (-6.02, -5.62, -1.95)  -0.2149
F (-5.97, -6.16, -4.05)  -0.2700
F (-3.73, -4.65, -3.53)  -0.2746
F (-5.15, -3.50, -4.66)  -0.2957
H (-3.80, -1.98, -1.25)  0.4071
H (-2.85, -3.09, -2.18)  0.3650
H (-2.01, -5.11, -0.68)  0.1284
H (-7.05, -4.65, -3.34)  0.2440
C (-6.51, -0.12, -3.04)  0.1670
C (-7.94, -0.56, -3.40)  0.8099
C (-8.65, 0.23, -4.51)  0.0809
F (-8.77, 1.54, -4.22)  -0.2290
F (-9.91, -0.24, -4.69)  -0.2723
F (-8.69, -0.60, -2.27)  -0.2855
F (-7.85, -1.86, -3.84)  -0.2981
O (-6.36, 0.76, -1.91)  -0.4218
C (-6.56, 2.14, -2.11)  0.7516
C (-7.80, 2.68, -1.39)  0.2255
F (-8.92, 2.00, -1.71)  -0.2039
F (-8.02, 3.97, -1.72)  -0.2658
F (-6.55, 2.40, -3.43)  -0.2907
F (-5.46, 2.76, -1.61)  -0.2986
H (-5.99, -1.03, -2.73)  -0.3959
H (-5.95, 0.24, -3.90)  0.4348
H (-8.12, 0.14, -5.46)  0.2969
H (-7.68, 2.62, -0.30)  0.2295
C (2.51, -7.52, 5.03)  -0.6640
C (1.30, -7.67, 5.98)  0.8438
C (-0.05, -7.18, 5.46)  0.1097
F (-0.05, -5.88, 5.13)  -0.2046
F (-1.00, -7.33, 6.41)  -0.2754
F (1.61, -7.09, 7.16)  -0.2701
F (1.18, -9.01, 6.24)  -0.3214
O (3.36, -6.37, 5.18)  -0.4036
C (2.95, -5.16, 4.58)  0.8028
C (2.58, -4.08, 5.61)  0.1630
F (1.64, -4.50, 6.48)  -0.2029
F (2.07, -2.99, 4.99)  -0.1793
F (1.96, -5.41, 3.70)  -0.2726
F (4.00, -4.73, 3.85)  -0.3153
H (3.17, -8.36, 5.25)  0.3991
H (2.23, -7.67, 3.98)  0.3209
H (-0.36, -7.76, 4.58)  0.2744
H (3.46, -3.77, 6.18)  0.1955

total charge = +1
energy = -164712.193 eV
multiplicity = 1
orbital gap = 7.5 eV

***

[2]
Molecular formula: C35H48CuTe
Method: DFT, the ωB97M-V functional and the def2-TZVPD basis

Last column: Mulliken charge in e.
Atoms and positions in Å:
Cu (0.32, 0.75, 0.52)  -0.8389
C (-1.75, 1.03, 0.37)  -0.2650
C (-1.41, 1.71, -0.85)  -0.7132
C (-0.88, 2.99, -0.47)  0.1726
C (-0.90, 3.04, 0.94)  -0.7789
C (-1.41, 1.85, 1.48)  -0.3882
C (-1.73, 1.59, 2.94)  2.8068
C (-0.59, 2.10, 3.83)  -1.7053
C (-3.03, 2.32, 3.31)  -1.9524
C (-1.91, 0.09, 3.19)  -1.9022
C (-0.42, 4.22, -1.26)  2.6317
C (0.38, 3.91, -2.53)  -1.8676
C (0.51, 5.09, -0.40)  -2.0567
C (-1.63, 5.09, -1.63)  -1.6715
C (-1.70, 1.05, -2.20)  2.7100
C (-2.47, -0.26, -1.99)  -2.1281
C (-2.59, 1.92, -3.09)  -1.9654
C (-0.42, 0.65, -2.96)  -1.2189
H (-2.23, 0.07, 0.44)  0.6679
H (-0.53, 3.87, 1.54)  0.1620
H (-0.44, 3.17, 3.71)  0.3194
H (0.34, 1.59, 3.58)  0.2312
H (-0.82, 1.91, 4.89)  0.4675
H (-2.92, 3.40, 3.15)  0.3073
H (-3.29, 2.15, 4.36)  0.4740
H (-3.85, 1.97, 2.69)  0.3755
H (-1.02, -0.46, 2.89)  0.0184
H (-2.76, -0.30, 2.62)  0.2888
H (-2.10, -0.10, 4.25)  0.5833
H (1.23, 3.26, -2.30)  0.3072
H (0.76, 4.84, -2.96)  0.5360
H (-0.22, 3.42, -3.30)  0.2890
H (1.35, 4.51, -0.03)  0.3741
H (-0.01, 5.52, 0.46)  0.3496
H (0.89, 5.92, -1.00)  0.4684
H (-2.35, 4.56, -2.25)  0.2305
H (-1.31, 6.00, -2.15)  0.4581
H (-2.16, 5.39, -0.71)  0.3413
H (-3.42, -0.10, -1.46)  0.3621
H (-1.88, -0.99, -1.42)  0.1185
H (-2.70, -0.71, -2.96)  0.5276
H (-3.51, 2.19, -2.57)  0.3380
H (-2.86, 1.38, -4.01)  0.4840
H (-2.10, 2.85, -3.40)  0.2380
H (0.16, -0.05, -2.35)  -0.1870
H (0.21, 1.49, -3.20)  0.0161
H (-0.69, 0.14, -3.90)  0.4958
C (5.54, 0.28, 1.26)  -1.7698
C (4.66, -0.71, 0.48)  2.4030
C (5.13, -0.76, -0.98)  -1.4974
C (4.80, -2.10, 1.10)  -1.6040
C (3.26, -0.26, 0.54)  0.1919
C (2.11, 0.16, 0.56)  -0.2571
H (6.59, -0.03, 1.22)  0.4111
H (5.23, 0.34, 2.30)  0.3618
H (5.46, 1.28, 0.83)  0.3853
H (6.17, -1.08, -1.03)  0.4346
H (5.03, 0.22, -1.45)  0.3609
H (4.52, -1.47, -1.54)  0.2132
H (5.84, -2.43, 1.07)  0.4898
H (4.18, -2.82, 0.56)  0.2214
H (4.48, -2.09, 2.15)  0.3037
Te (1.22, -2.56, -0.81)  0.5028
C (0.08, -4.11, -1.73)  -0.3639
C (0.06, -5.41, -1.23)  -0.0675
C (-0.69, -6.40, -1.85)  -0.6019
C (-1.43, -6.10, -2.99)  -0.3827
C (-1.41, -4.80, -3.49)  -0.6581
C (-0.67, -3.82, -2.86)  -0.0597
C (0.23, -2.83, 1.03)  0.0642
C (0.92, -2.64, 2.23)  -0.2749
C (0.29, -2.88, 3.44)  -0.4016
C (-1.02, -3.32, 3.48)  -0.4726
C (-1.72, -3.49, 2.29)  -0.6932
C (-1.10, -3.24, 1.07)  -0.1939
H (0.64, -5.66, -0.35)  0.3769
H (-0.70, -7.40, -1.45)  0.3625
H (-2.02, -6.86, -3.47)  0.3536
H (-2.00, -4.56, -4.37)  0.3877
H (-0.69, -2.80, -3.24)  0.3052
H (1.94, -2.28, 2.21)  0.1613
H (0.84, -2.72, 4.36)  0.3849
H (-1.51, -3.50, 4.42)  0.3516
H (-2.76, -3.80, 2.30)  0.3771
H (-1.65, -3.38, 0.15)  0.3829

total charge = -1
energy = -89007.108 eV
multiplicity = 1
energy above the lowest of the compared OMol25 structures with the same formula, charge and spin = 1.0 kcal/mol
orbital gap = 6.2 eV